C20H30N5O3Re | ωB97M-V with the def2-TZVPD basis set

The geometry in ORCA input format:
```
! RIJCOSX wB97M-V def2-TZVPD def2/J DEFGRID3
* xyz 3 2
Re 0.419 0.094 0.195
N 1.165 -1.940 0.059
C 2.634 -2.080 0.267
C 2.942 -1.255 1.479
N 2.408 0.118 1.223
C 2.426 0.927 2.473
C 1.773 2.233 2.135
N 0.460 1.857 1.555
H 0.667 -2.521 0.736
H 0.914 -2.298 -0.862
H 3.126 -1.682 -0.617
H 2.919 -3.125 0.384
H 4.007 -1.223 1.710
H 2.418 -1.642 2.355
H 3.032 0.566 0.551
H 3.446 1.037 2.843
H 1.842 0.390 3.221
H 2.351 2.782 1.389
H 1.645 2.881 3.002
H 0.021 2.678 1.146
H -0.150 1.553 2.318
C 2.678 -0.089 -3.696
C 1.997 0.688 -2.623
O 1.636 0.104 -1.559
N 1.759 1.973 -2.802
C 1.139 2.785 -1.763
C -0.349 2.567 -1.628
C -1.225 3.357 -2.349
C -2.592 3.252 -2.144
C -3.048 2.372 -1.175
C -2.132 1.589 -0.509
N -0.804 1.648 -0.742
H 3.317 -0.850 -3.254
H 3.269 0.547 -4.352
H 1.918 -0.595 -4.296
H 2.035 2.403 -3.673
H 1.333 3.830 -1.994
H 1.635 2.558 -0.819
H -0.830 4.082 -3.049
H -3.282 3.868 -2.705
H -4.098 2.289 -0.934
H -2.456 0.896 0.257
C -2.734 -2.308 -1.604
C -1.930 -1.716 -0.496
O -1.015 -0.912 -0.877
C -2.185 -2.026 0.882
C -3.196 -2.974 1.188
C -3.496 -3.305 2.484
C -2.798 -2.688 3.527
C -1.815 -1.748 3.274
C -1.496 -1.406 1.967
O -0.547 -0.457 1.813
H -2.387 -1.924 -2.558
H -3.792 -2.073 -1.476
H -2.647 -3.397 -1.598
H -3.739 -3.451 0.386
H -4.265 -4.033 2.698
H -3.032 -2.944 4.553
H -1.288 -1.264 4.085
*
```

Properties
HOMO-LUMO gap (alpha / beta): 7.366 / 7.054 eV
strongest force on any atom: 0.013 Eh/bohr
energy relative to the best compared isomer or geometry (same formula, charge and spin): 0.0 kJ/mol